C37H56BBrIN6P2S2Ti | ωB97M-V/def2-TZVPD

Calculated values
energy relative to the best compared isomer or geometry (same formula, charge and spin)	18.0	kcal per mole
strongest force on any atom	1.236	eV/A
LUMO energy	-4.02	eV
HOMO-LUMO gap	6.1	eV
E_HOMO	-10.165	eV

Geometry as ORCA input:
```
! RIJCOSX wB97M-V def2-TZVPD def2/J DEFGRID3
* xyz 1 1
Ti 0.10 -0.35 0.29
C -5.04 -2.31 -1.46
S -4.67 -0.84 -0.48
C -2.94 -0.84 -0.44
S -2.22 0.52 0.37
N -2.29 -1.78 -1.05
N -0.94 -1.72 -0.87
C -0.21 -2.35 -1.71
C 1.18 -2.56 -1.34
C 2.07 -3.28 -2.12
C 3.32 -3.57 -1.61
C 3.65 -3.10 -0.34
C 2.74 -2.33 0.34
N 1.52 -2.08 -0.13
H -6.05 -2.16 -1.85
H -5.02 -3.20 -0.83
H -4.32 -2.40 -2.27
H -0.63 -2.79 -2.60
H 1.77 -3.61 -3.11
H 4.03 -4.14 -2.18
H 4.61 -3.32 0.11
H 2.99 -1.87 1.29
C -0.97 4.47 4.36
C -1.53 3.56 3.26
C -2.82 4.16 2.69
C -1.88 2.20 3.89
P -0.39 3.09 1.83
C 1.15 2.60 2.72
N 1.25 1.15 2.95
B 0.73 -0.02 2.30
N 1.23 -1.15 3.06
C 0.78 -2.52 3.05
P -0.85 -2.59 2.18
C -2.06 -2.22 3.60
C -3.39 -1.78 2.98
C -2.31 -3.37 4.57
C -1.52 -1.05 4.43
C -0.98 -4.44 1.78
C -0.07 -4.74 0.58
C -2.42 -4.72 1.33
C -0.55 -5.38 2.91
C 2.04 -0.67 4.09
C 2.77 -1.36 5.04
C 3.55 -0.61 5.93
C 3.59 0.78 5.85
C 2.85 1.46 4.89
C 2.06 0.73 4.02
C 0.01 4.69 0.88
C 1.24 4.46 0.01
C 0.25 5.92 1.76
C -1.16 4.94 -0.09
H -1.66 4.43 5.21
H -0.89 5.51 4.05
H 0.00 4.14 4.73
H -3.60 4.12 3.46
H -3.18 3.60 1.82
H -2.69 5.21 2.41
H -2.61 2.35 4.70
H -1.00 1.71 4.32
H -2.33 1.54 3.15
H 1.18 3.07 3.70
H 2.01 2.97 2.15
H 0.66 -2.88 4.08
H 1.49 -3.19 2.56
H -3.81 -2.54 2.31
H -3.28 -0.86 2.42
H -4.12 -1.61 3.77
H -2.85 -4.20 4.13
H -2.92 -2.98 5.39
H -1.38 -3.74 5.02
H -1.20 -0.22 3.80
H -0.68 -1.34 5.07
H -2.32 -0.69 5.08
H -0.41 -4.21 -0.31
H -0.12 -5.81 0.36
H 0.97 -4.49 0.77
H -3.13 -4.64 2.16
H -2.49 -5.74 0.94
H -2.73 -4.03 0.54
H 0.44 -5.14 3.29
H -0.51 -6.40 2.50
H -1.25 -5.40 3.74
H 2.76 -2.44 5.10
H 4.14 -1.12 6.67
H 4.22 1.33 6.53
H 2.91 2.54 4.83
H 2.16 4.35 0.59
H 1.37 5.32 -0.65
H 1.11 3.58 -0.61
H 0.97 5.71 2.56
H -0.67 6.28 2.21
H 0.66 6.73 1.15
H -1.34 4.06 -0.71
H -0.91 5.78 -0.74
H -2.08 5.19 0.43
Br -2.33 4.29 -5.27
C -1.60 2.88 -4.25
C -2.39 1.79 -3.91
C -1.81 0.80 -3.13
N -0.56 0.84 -2.66
C 0.18 1.88 -3.05
C -0.29 2.92 -3.84
H -3.42 1.72 -4.23
H -2.40 -0.07 -2.89
H 1.21 1.89 -2.71
H 0.37 3.74 -4.12
I 2.49 0.90 -0.38
*
```


C27H35N5O3OsP2 | ωB97M-V/def2-TZVPD

Calculated values
energy relative to the best compared isomer or geometry (same formula, charge and spin)	0.0	kcal per mole
strongest force on any atom	3.993	eV/A
LUMO energy (spin up / spin down)	-6.46 / -8.21	eV
HOMO-LUMO gap (spin up / spin down)	6.6 / 5.5	eV
E_HOMO (spin up / spin down)	-13.058 / -13.668	eV

Geometry as ORCA input:
```
! RIJCOSX wB97M-V def2-TZVPD def2/J DEFGRID3
* xyz 2 5
Os -1.41 0.44 -2.42
C -0.95 0.85 -4.25
C 0.26 0.72 -3.43
C 1.06 1.97 -3.08
C 0.21 2.97 -2.30
C -0.97 2.31 -1.62
C -2.28 2.28 -2.23
C -2.47 2.85 -3.60
C -1.55 2.19 -4.66
C -1.47 -0.55 2.08
H -1.10 0.06 -5.00
H 0.88 -0.16 -3.59
H 1.48 2.42 -3.99
H 1.91 1.65 -2.45
H 0.84 3.44 -1.54
H -0.12 3.78 -2.96
H -0.97 2.43 -0.54
H -3.10 2.40 -1.51
H -2.29 3.93 -3.56
H -3.52 2.73 -3.89
H -2.19 2.00 -5.53
H -0.76 2.90 -4.97
H -1.73 -0.62 1.02
H -2.34 -0.18 2.65
H -1.12 -1.53 2.42
P -0.10 0.57 2.20
P 1.29 -2.14 0.24
N -0.93 2.08 2.07
N 0.59 0.53 3.70
N 0.21 -2.05 -1.22
N 2.20 -3.55 -0.11
C 1.07 0.71 0.80
C 1.99 -0.46 0.30
C -2.23 2.23 1.57
C -2.69 3.48 1.92
C -1.61 4.17 2.55
C -0.53 3.31 2.61
C -0.15 0.51 4.89
C 0.70 0.82 5.93
C 2.00 1.04 5.38
C 1.91 0.88 4.01
C -1.06 -1.35 -1.31
C -1.55 -1.62 -2.68
C -0.62 -2.58 -3.26
C 0.38 -2.80 -2.35
C 3.09 -3.97 -1.12
C 3.66 -5.18 -0.75
C 3.09 -5.56 0.51
C 2.17 -4.59 0.85
H 1.73 1.57 0.99
H 0.42 1.03 -0.03
H 2.31 -0.21 -0.73
H 2.89 -0.48 0.93
H -2.71 1.42 1.01
H -3.70 3.85 1.76
H -1.63 5.18 2.94
H 0.49 3.45 2.96
H -1.19 0.24 4.87
H 0.43 0.91 6.98
H 2.89 1.30 5.92
H 2.65 0.92 3.24
H -1.71 -1.54 -0.46
H -2.63 -1.70 -2.89
H -0.78 -3.13 -4.18
H 1.20 -3.48 -2.41
H 3.19 -3.43 -2.05
H 4.39 -5.76 -1.31
H 3.32 -6.44 1.10
H 1.47 -4.56 1.68
O 0.03 -4.07 4.12
N -1.06 -4.42 3.69
O -1.61 -4.04 2.65
O 0.47 -2.42 1.45
*
```


> What is the strongest force on any atom in the first record?

1.236 eV/A